(1)
Below is a structure of composition C21H52BFO15P3Tl at a distorted geometry, with properties calculated with the ωB97M-V functional and the def2-TZVPD basis.

Structure (XYZ):
```
94
C21H52BFO15P3Tl | the Open Molecules 2025 dataset | the ωB97M-V functional and the def2-TZVPD basis
H -1.66313 2.54021 0.48044
O 3.44695 -0.93510 -0.81458
H 3.96763 0.46803 3.39237
H 0.88314 1.49961 3.56081
H -2.81742 1.27082 -1.12309
H -4.71453 -1.08737 3.10064
H -5.02881 2.07502 -0.07768
Tl 0.80978 -0.50279 -2.15566
C -0.10214 3.91158 1.56903
F 1.70042 -0.88363 4.99241
H 0.46684 4.75966 1.18806
C -4.54706 -0.26224 2.40840
H 6.28497 -2.57700 2.41761
H -3.28654 -5.08849 -0.27362
H -3.00095 -1.40788 1.88254
C -4.40314 -1.39456 -3.15168
C 7.13093 -1.17738 -1.93741
H 6.31557 -4.25000 1.84801
H -4.89843 -0.55730 -2.65998
C 5.66240 -3.42526 2.13309
H 5.15111 -3.68633 3.05965
H -3.15855 -4.56957 2.28020
H -1.15657 3.83015 -5.06391
O -1.00332 4.26210 -0.57329
H -5.26227 3.13700 -1.15172
H -3.56853 -1.05030 -3.76244
H -6.41756 -2.32565 -3.81563
O -3.86793 -0.74825 0.14017
H 5.38709 -0.62989 2.85435
H -5.68715 -1.59151 -5.01926
H 8.21950 -2.80600 -3.02741
P -1.30556 3.54584 -1.97261
H -3.44124 1.46855 -2.68534
H 5.16652 1.57612 1.71400
H 7.30383 -1.88395 -1.12563
H -5.54843 1.47495 -1.73055
H 3.73494 -2.74808 1.15518
H 0.79766 1.28027 5.29327
O -0.56995 -1.02483 4.96802
C 4.44879 -0.12841 2.61724
H 0.49013 1.03908 1.59837
C -3.38206 -0.48094 1.45401
C -3.42814 1.95631 -1.71065
C 4.65882 -3.28388 0.93727
C -1.28701 3.55495 0.61056
H 1.15890 4.91043 -5.50564
C 0.37662 0.94003 4.34719
C 0.76434 4.61993 -4.53197
H -4.46057 -3.50689 1.87600
H -4.64861 -3.93358 -0.36180
C -5.39383 -2.06111 -4.08036
O -0.47553 2.35176 -2.24697
H 1.33693 5.32395 -3.92816
H -4.93871 -2.95791 -4.50074
B 0.51295 0.59991 0.61305
C -1.54870 -0.04830 4.89943
H -0.45466 4.04397 2.59191
H 6.59596 -2.34067 -3.69489
H -2.19277 3.81007 1.16066
H -5.49463 -0.01989 1.92727
H 1.12659 3.63068 -4.25218
O 5.73225 -0.82498 -1.98273
H 0.70465 -0.69163 3.24008
H 0.64899 3.12295 1.52472
O -1.04994 1.04747 4.34943
H 3.74858 0.98996 0.94379
O 5.40783 0.03333 0.40735
H 7.92392 -1.39251 -4.12659
H 7.51718 -0.19218 -1.67608
H 0.75611 1.33810 -0.13540
H -0.45085 0.15206 0.42663
C 7.54814 -1.99050 -3.29635
C 4.68474 0.65377 1.38954
H 1.32485 -0.11060 0.62835
P -3.05701 -1.73972 -0.86110
C -0.70864 4.57254 -4.40337
H 4.35593 -4.23501 0.49945
C -3.74290 -4.20813 0.17894
H 3.75274 -0.89845 2.28460
O -2.84897 -3.11714 0.02834
C -4.87964 2.11638 -1.15663
H -0.97578 5.47678 -4.95026
O -2.74006 -0.16100 5.11619
P 4.88702 -1.07957 -0.63636
O -2.92139 3.24262 -1.78966
C -3.99896 -4.45373 1.59581
O 5.42584 -2.45144 0.05257
O -1.15447 4.72658 -3.06538
C 0.61985 -0.46814 4.30355
H -2.54680 0.20731 1.58336
O -1.85335 -1.13376 -1.45254
H -4.63521 -5.32101 1.77219
H -4.15329 0.49533 3.08599
O -4.06623 -2.21177 -2.01477
```

Computed properties:
molecular weight	871.7	g/mol
net charge	+1
calculated total energy	-3281.00381	hartree
HOMO level (spin up / spin down)	-12.934 / -12.923	eV
2S+1	2
max |F|	5.22	eV/Å

***

(2)
Below is a cluster of 4 separate species, C21H52BrN3O2 in total at a distorted geometry, with properties calculated with the ωB97M-V functional and the def2-TZVPD basis.

Structure (XYZ):
```
79
C21H52BrN3O2 | the Open Molecules 2025 dataset | the ωB97M-V functional and the def2-TZVPD basis
H 2.43085 2.80493 2.47075
C -0.92298 0.43515 -0.94341
H -5.01270 0.74942 0.62071
H -3.37446 0.70390 1.26741
H -3.36568 -1.49897 2.80907
H -0.73411 1.45809 -1.26903
H 1.79955 0.13519 0.99549
C 0.64776 0.71585 -3.90373
H -1.15127 -4.77709 3.33310
H -0.90730 0.65551 -5.32383
C 0.34770 -0.55828 -3.05837
H -3.56489 -7.01235 2.24568
H -4.58383 -3.45736 2.05263
H -3.93454 -3.82697 3.65411
H -4.23681 -5.14726 0.32721
H 0.40961 -0.36109 -5.78193
H 0.74480 2.62953 1.24512
H 6.00025 4.51957 -0.62581
C -3.80542 -6.08148 2.75922
C 3.10041 4.85889 -1.03176
C 2.10391 -0.51507 0.17535
H 1.69428 1.27159 -0.96804
H -2.27885 0.02572 -2.53472
H -0.65071 -2.17440 -0.58361
H -2.20368 -2.52511 3.56680
N 4.06022 4.92056 0.23716
C 1.30687 -1.85624 0.30821
H 0.93145 -1.43317 -3.34458
C 1.72802 0.18755 -1.07679
C 0.18156 0.61416 -5.35183
O -1.87674 -2.03634 1.50253
H -4.22278 0.57109 -1.83608
C -3.18430 -5.07132 0.60026
H 5.05481 6.53668 -0.56175
H -0.98874 -4.38927 1.68242
C -2.75316 -2.38384 2.63610
C 5.35209 4.03213 0.10247
H 5.32853 6.48175 1.14489
H -1.24489 -6.08251 2.00981
H 0.57768 1.39445 -6.00171
H 2.64408 5.33237 1.78469
H -0.66814 -0.79976 -3.37121
H 2.34801 5.63310 -0.88150
H -2.95726 -4.11701 0.12501
N -3.04020 -4.92484 2.11667
H 5.03642 3.07545 -0.31371
H 0.10163 1.59421 -3.55977
C -2.33350 -0.10075 -1.45346
C 3.28892 4.50223 1.49634
H 5.86295 4.21507 1.04781
H 2.06271 -2.64153 0.29703
H -2.67220 -5.91318 0.13428
C 2.67637 3.07713 1.44424
H -4.29392 -0.67652 0.54019
H -3.42494 1.79100 -1.08898
C 4.54921 6.37517 0.39030
H 3.17004 -0.66816 0.34269
H -2.46621 -1.16567 -1.26253
H 2.81043 3.81610 -1.16055
H -3.72487 -6.26903 3.82994
H 3.77270 7.13175 0.50307
H 4.03031 4.40138 2.28897
O 1.47948 2.99113 0.74401
H 1.65430 1.05682 -3.66141
C -3.54509 0.71180 -0.99404
H 0.70541 -2.50660 -1.60172
H 3.23204 2.28748 0.93849
C -1.50645 -5.07989 2.34808
C -3.66793 -3.64494 2.61301
C -4.00611 0.37038 0.44406
C 0.33142 -1.79497 -0.86564
H 0.84229 -2.03607 1.27771
H -1.39628 -1.25617 1.78904
H 3.61273 5.09352 -1.96482
H -4.83458 -5.84600 2.48817
N 0.32841 -0.39707 -1.52060
Br -0.39022 1.20151 2.90959
H -0.87065 0.74283 0.10096
H 2.45619 -0.07587 -1.84391
```

Computed properties:
molecular weight	458.6	g/mol
net charge	+2
energy relative to the best compared isomer or geometry (same formula, charge and spin)	3.771	eV
calculated total energy	-3719.44388	hartree
HOMO level	-12.026	eV
2S+1	1
max |F|	2.64	eV/Å

***

(3)
Below is a cluster of 5 separate species, C21H52N3O8P in total, with properties calculated with the ωB97M-V functional and the def2-TZVPD basis.

Structure (XYZ):
```
85
C21H52N3O8P | the Open Molecules 2025 dataset | the ωB97M-V functional and the def2-TZVPD basis
C -8.23907 -4.83765 3.39067
O 0.59456 -0.93188 -0.68341
H 0.79399 1.27191 -2.09945
O -8.73055 -4.49501 4.67411
H 6.66906 4.67433 -0.02514
H 2.68083 -1.94184 1.34599
C 0.00273 -0.71585 0.58686
C -1.76430 -2.05733 -0.17603
C 6.14496 5.62796 0.05012
H -6.80261 -2.55669 -1.68049
H -6.50182 -3.55461 3.41598
H 2.35798 2.95824 0.93608
C 4.47604 6.61287 3.13672
H 8.40106 0.26615 -0.85751
H 9.41423 0.49504 -2.28756
C -7.34520 -3.78259 2.76258
C 7.22581 1.37619 -3.74043
H 3.39018 6.56909 3.23063
H 4.20260 4.80644 -0.35463
H 2.49008 -0.27037 -0.08304
O 1.28216 2.07048 -0.33236
C 5.03921 5.24530 2.79274
H 6.66429 6.24606 0.78327
H 7.94658 1.94913 -3.14543
H 6.13208 5.28827 2.72957
H -5.51239 0.32703 -1.16738
H 6.20824 6.13606 -0.91283
H 7.12064 0.42861 -5.67776
O 6.70522 0.29460 -2.98818
H -5.81688 -1.20052 -3.15908
H 2.44128 -3.43224 -2.39712
H -5.85060 0.49892 -3.61575
C -6.37795 -0.27148 -3.05161
H -11.35088 -2.44325 4.05236
H 4.72304 7.36176 2.38336
H 8.15567 1.86390 -5.61398
H -7.36338 -0.41411 -3.49717
N 2.87737 -2.76186 -1.77726
H 4.89150 6.95186 4.08627
H -11.39034 -4.21088 4.15785
H 3.79249 -0.50743 -2.43653
C 1.80448 -0.25179 -0.94170
H -7.88085 -2.85224 2.56733
C 7.63229 -0.71438 -2.61992
H 1.05208 -0.84282 2.48473
H -7.45897 -2.57996 -0.05465
H -4.61943 -1.66551 -0.76734
C 8.78002 -0.21765 -1.75872
O -2.23503 -2.92440 -0.79683
H 9.40667 -1.05948 -1.46235
H 4.15618 6.36402 0.45991
H 8.01648 -1.22762 -3.50858
H -5.31621 -1.68788 0.85703
H -6.95675 -4.14549 1.81007
N 1.78480 -2.40551 1.34513
H 4.79456 4.53433 3.58191
H 7.03994 -1.44194 -2.06488
C -9.51457 -3.31703 4.74357
C 1.61642 1.18576 -1.38571
C 7.84319 0.97278 -5.06822
H -0.10022 -2.13011 2.19072
C -6.75485 -2.05968 -0.70433
O -7.25465 -0.73627 -0.79367
N -1.39501 -1.09166 0.45028
C -10.77144 -3.35312 3.89129
H 2.53650 1.53726 -1.87048
C 0.69249 -1.53867 1.72346
H 1.66448 -2.84856 0.44221
H 1.85013 -1.09095 -3.35954
H -9.78386 -3.22870 5.79630
H -5.05523 -3.20040 -0.03054
H -0.00670 0.34923 0.82593
O 2.47476 2.10926 0.48935
C -6.50532 0.15570 -1.59926
O 4.49600 4.67224 1.61421
H -10.54476 -3.41402 2.82622
P 2.64001 -1.28101 -2.21035
H -7.67402 -5.75673 3.54720
H -7.04583 1.10068 -1.53788
C -5.35325 -2.15620 -0.12825
H 8.72252 0.34122 -4.93783
H -9.06543 -5.08377 2.71327
H -8.91288 -2.43570 4.49287
C 4.68804 5.40673 0.41591
H 6.36897 2.02812 -3.91481
```

Computed properties:
molecular weight	505.6	g/mol
SMILES	N=[PH2][C@@H](COO)O[C@H](CN)N=C=O.CCOCC.CCOCC.CCOCC.CCOCC
energy relative to the best compared isomer or geometry (same formula, charge and spin)	2.809	eV
calculated total energy	-1938.64296	hartree
HOMO level	-8.774	eV
2S+1	1
max |F|	0.67	eV/Å